Record 1
{"formula": "C4H6O2", "method": "ωB97M-V/def2-TZVPD", "charge": 0, "orbital_gap_ev": 9.3, "homo_energy_ha": -0.3122, "de_lowest_kj_mol": 298.45, "multiplicity": 1, "elements": ["C", "C", "C", "O", "C", "O", "H", "H", "H", "H", "H", "H"], "positions_angstrom": [[-0.840, 0.005, -0.749], [0.436, -0.616, -0.318], [0.258, 1.250, -0.539], [1.099, 1.722, -1.270], [0.720, -0.819, 0.977], [-0.312, -0.880, 1.841], [-1.250, -0.327, -1.710], [-1.075, -0.995, 1.240], [-1.637, 0.308, -0.065], [1.148, -0.751, -1.115], [0.019, 1.656, 0.458], [1.710, -0.916, 1.414]], "forces_ev_per_angstrom": [[1.1, 1.8, -0.6], [0.2, -1.7, 0.4], [-1.4, 0.9, -1.0], [-0.7, -0.4, 0.1], [0.1, -0.3, -0.3], [-0.3, 0.1, 0.3], [0.5, 0.5, 0.1], [0.0, 0.1, 0.8], [0.2, -0.7, 0.1], [0.3, 0.0, 0.2], [0.3, -0.1, 0.1], [-0.2, -0.2, -0.1]]}

Record 2
{"formula": "C4H6O2Pt", "method": "ωB97M-V/def2-TZVPD", "charge": 1, "orbital_gap_ev": [7.1, 7.6], "homo_energy_ha": [-0.4478, -0.5184], "de_lowest_kj_mol": 255.61, "multiplicity": 4, "elements": ["C", "O", "H", "H", "C", "C", "H", "H", "H", "C", "O", "Pt", "H"], "positions_angstrom": [[-0.462, -0.936, 0.301], [-0.321, -2.132, -0.303], [-0.174, -1.032, 1.351], [0.021, -2.050, -1.201], [-2.001, 0.013, 0.434], [-1.303, 1.303, 0.143], [-2.860, -0.169, -0.227], [-1.137, 1.697, 1.167], [-1.819, 1.976, -0.558], [0.010, 0.874, -0.440], [1.073, 0.491, 0.233], [2.748, 0.702, -0.002], [0.084, 0.840, -1.537]], "forces_ev_per_angstrom": [[-5.2, -0.1, 0.6], [0.6, 1.0, -0.1], [0.5, 0.4, -0.3], [-0.5, -0.2, -0.3], [2.5, -1.3, -2.7], [0.2, 0.9, 1.5], [0.1, -0.7, 0.8], [0.1, 0.8, -0.7], [0.1, 0.0, 0.7], [-0.8, -3.5, -0.4], [-6.0, 1.5, 1.9], [8.1, 1.0, -1.3], [0.3, 0.3, 0.3]]}

Record 3
{"formula": "C4H6O2S", "method": "ωB97M-V/def2-TZVPD", "charge": 0, "orbital_gap_ev": 9.8, "homo_energy_ha": -0.3321, "smiles": "C1S[C@H]2CO[C@@H]1O2", "de_lowest_kj_mol": 241.88, "multiplicity": 1, "elements": ["C", "C", "C", "C", "H", "H", "H", "H", "H", "H", "O", "O", "S"], "positions_angstrom": [[-1.183, -0.911, 0.743], [1.065, 0.457, 0.517], [1.147, 0.193, -1.041], [-0.993, 0.198, -0.219], [-1.356, -1.870, 0.277], [-1.771, -0.472, 1.517], [1.787, 1.032, 0.801], [1.636, -0.861, -1.371], [1.445, 1.333, -1.458], [-1.915, 0.882, -0.382], [-0.247, -0.113, -1.414], [-0.230, 1.190, 0.499], [0.615, -1.061, 1.532]], "forces_ev_per_angstrom": [[2.7, -0.2, 0.2], [-6.3, -3.7, -3.1], [-0.1, -0.3, -0.3], [-0.6, 3.5, -0.7], [-0.7, -0.1, 0.3], [-0.9, -0.7, 0.6], [4.3, 3.2, 2.4], [-0.1, 3.2, 0.7], [-0.3, -3.5, 0.4], [0.9, -1.9, -0.5], [0.0, 0.8, 1.8], [1.9, -1.2, -0.4], [-0.7, 1.0, -1.4]]}